(1)
# C24H31ClIrN4O9S2

A molecular structure, C24H31ClIrN4O9S2 at a distorted geometry (the ωB97M-V functional and the def2-TZVPD basis, the Open Molecules 2025 dataset).

Geometry as XYZ:
```
72
Properties=species:S:1:pos:R:3:forces:R:3
Ir 2.209 -1.599 0.502 0.32 0.06 0.40
O 4.751 -1.771 1.371 0.40 -0.07 0.92
S 5.164 -1.245 0.092 0.36 0.09 -0.66
O 6.338 -1.895 -0.483 -0.85 0.36 -0.02
O 3.937 -1.344 -0.797 0.66 0.17 -0.29
C 5.598 0.456 0.336 -0.39 0.18 0.13
C 6.944 0.787 0.163 -1.37 -0.88 0.29
C 7.341 2.029 0.553 0.60 0.63 -0.16
C 6.482 2.971 1.081 0.95 0.62 -0.07
C 5.148 2.686 1.223 0.02 -1.63 -0.53
C 4.696 1.408 0.864 0.03 -0.09 -0.14
S 2.936 1.125 1.149 -1.40 0.12 0.71
O 2.778 -0.123 2.019 0.01 0.07 -0.56
O 2.396 2.288 1.815 0.80 -0.89 -0.95
O 2.262 0.698 -0.120 0.46 0.44 0.42
H 7.640 0.040 -0.177 0.06 -0.03 -0.22
H 8.369 2.267 0.397 0.58 0.31 0.12
H 6.938 3.930 1.352 -0.60 -0.26 0.00
H 4.441 3.361 1.598 -0.74 0.96 0.52
C -6.397 0.582 -0.725 0.45 -0.66 0.48
C -5.281 -0.255 -1.417 0.16 1.19 -1.52
C -5.441 -0.106 -2.973 0.29 1.27 0.81
C -5.416 -1.738 -1.117 -0.09 0.04 -0.31
C -3.858 0.339 -1.027 -0.29 -0.88 -0.12
O -3.581 0.063 0.357 -0.27 0.37 -0.97
C -3.803 1.853 -1.372 0.10 -0.61 1.79
C -2.543 2.513 -0.843 0.88 1.31 -0.20
C -2.318 2.643 0.685 0.76 -0.10 -1.38
C -1.026 2.397 1.172 -0.45 -0.79 -0.21
C -0.753 2.603 2.502 -0.32 0.15 0.22
C -1.725 3.133 3.349 1.54 -0.37 -0.21
Cl -1.191 3.410 5.000 -0.67 0.04 -0.42
C -2.957 3.439 2.851 -1.03 0.44 2.25
C -3.270 3.165 1.537 0.24 0.36 -0.40
C -2.721 -0.420 -1.847 -0.97 0.44 0.41
N -1.703 -1.069 -1.045 -1.21 -1.20 0.73
C -0.500 -0.663 -0.815 1.34 0.34 -0.01
N 0.151 -1.604 -0.094 0.55 0.65 -0.04
C -0.786 -2.584 0.120 -0.53 1.20 -0.66
N -1.935 -2.278 -0.419 0.20 0.15 -0.54
H -7.409 0.195 -0.873 0.19 0.03 -0.54
H -6.345 1.645 -0.966 -0.34 -0.30 -0.19
H -6.276 0.490 0.353 0.21 0.11 0.27
H -6.366 -0.542 -3.242 -0.95 -0.68 -0.38
H -4.649 -0.590 -3.534 0.00 -0.07 -0.14
H -5.531 0.947 -3.308 0.27 -0.47 0.25
H -6.379 -2.103 -1.557 0.95 0.09 0.42
H -5.415 -1.862 -0.051 -0.13 -0.36 0.60
H -4.545 -2.301 -1.506 -0.70 0.04 0.07
H -3.772 0.893 0.793 0.01 0.13 0.74
H -4.677 2.363 -0.951 0.25 -0.13 -0.05
H -3.867 1.972 -2.428 0.04 0.09 -0.86
H -2.527 3.581 -1.226 0.06 -1.15 0.23
H -1.654 2.017 -1.316 -0.54 0.50 0.55
H -0.278 1.923 0.521 -0.21 0.48 0.30
H 0.186 2.367 2.934 0.80 -0.16 0.05
H -3.643 3.850 3.625 0.07 -0.17 -1.14
H -4.198 3.503 1.129 -0.69 -0.02 -0.07
H -2.198 0.283 -2.488 -0.04 -0.12 -0.22
H -3.215 -1.192 -2.425 0.43 -0.06 -0.19
H -0.133 0.291 -1.206 0.24 -0.61 0.37
H -0.595 -3.486 0.648 0.08 -0.45 0.29
N 5.405 -4.295 0.463 0.86 -1.87 0.03
C 4.438 -5.120 -0.330 -0.03 1.10 -1.18
C 3.042 -4.460 -0.212 -0.29 -0.63 -0.40
O 2.170 -4.837 -0.960 0.25 0.51 0.49
O 2.972 -3.541 0.732 -0.52 -0.16 -0.35
H 6.185 -4.837 0.839 -0.22 -0.22 0.04
H 4.944 -3.819 1.229 -0.51 0.36 0.39
H 5.861 -3.570 -0.074 0.20 0.84 -0.68
H 4.450 -6.144 0.001 -0.16 -0.27 0.29
H 4.707 -5.112 -1.429 -0.13 0.08 1.35
```
Positions in Å, forces in eV/Å.

Summary:
Maximum force   2.5 eV Å⁻¹
Charge   +1
E   -3189.8923 a.u.
Energy relative to the best compared isomer or geometry (same formula, charge and spin)   0.0 kcal per mole
Orbital gap (spin up / spin down)   8.2 / 5.1 eV
⟨S²⟩   6.007
Multiplicity   5

(2)
# C23H47Br22F3InO2S

A molecular structure, C23H47Br22F3InO2S at a distorted geometry (the ωB97M-V functional and the def2-TZVPD basis, the Open Molecules 2025 dataset).

Geometry as XYZ:
```
99
Properties=species:S:1:pos:R:3:forces:R:3
O -0.602 -5.122 -5.937 2.31 1.47 1.02
S 0.465 -4.059 -5.782 -4.34 0.41 -2.30
O -0.049 -2.760 -6.391 1.47 -1.83 1.91
In 2.740 -4.749 -6.650 2.44 -0.50 -0.60
C 0.687 -3.811 -3.911 1.06 -0.13 0.84
F 1.648 -2.751 -3.777 -2.77 -2.26 0.34
F 1.352 -4.986 -3.399 -2.03 2.94 -0.69
F -0.529 -3.561 -3.227 3.40 -0.56 -1.09
H 3.925 -4.670 -5.269 -0.72 0.05 -0.29
H 3.376 -3.607 -7.908 -0.65 -0.26 0.47
H 2.756 -6.426 -7.307 -0.43 0.56 0.29
Br 2.901 -4.054 0.348 -0.04 -0.02 0.14
C 1.088 -3.677 -0.254 0.09 -0.43 -0.18
C 0.412 -2.664 0.640 1.61 -3.73 -1.57
Br -0.184 -3.461 2.322 -0.11 -1.42 -1.98
H 0.564 -4.633 -0.304 0.08 0.15 -0.02
H 1.202 -3.279 -1.264 -0.01 0.07 0.19
H -0.495 -2.293 0.171 0.37 -1.07 -0.76
H 1.055 -1.835 0.897 0.76 -1.18 -0.53
Br -3.719 1.928 -5.056 0.02 0.07 0.10
C -2.371 0.679 -5.711 -0.06 -0.05 -0.20
C -2.462 -0.647 -5.000 0.24 -0.25 -0.01
Br -1.693 -0.545 -3.213 -0.13 0.15 0.02
H -1.402 1.166 -5.593 -0.15 -0.15 0.06
H -2.585 0.561 -6.774 0.02 -0.06 0.14
H -1.871 -1.404 -5.521 0.05 0.10 -0.02
H -3.485 -1.006 -4.886 0.13 0.17 -0.02
Br -6.043 8.009 -5.791 0.05 -0.01 0.09
C -4.876 6.463 -5.560 0.04 0.12 -0.21
C -5.640 5.172 -5.718 0.05 -0.21 0.17
Br -6.700 4.777 -4.130 0.00 0.02 -0.12
H -4.402 6.566 -4.584 -0.14 -0.10 -0.13
H -4.119 6.560 -6.339 -0.10 -0.08 0.07
H -4.953 4.329 -5.817 -0.02 0.15 0.00
H -6.326 5.177 -6.565 0.13 0.11 0.13
Br 3.742 -1.408 -2.380 0.23 0.20 0.25
C 4.681 -0.579 -0.885 -0.22 -0.27 -0.15
C 4.119 0.787 -0.571 0.22 0.07 0.15
Br 4.731 2.114 -1.865 -0.10 -0.03 0.03
H 5.739 -0.559 -1.147 -0.17 0.10 0.08
H 4.532 -1.260 -0.045 -0.01 0.10 -0.03
H 4.485 1.142 0.394 -0.01 -0.06 -0.10
H 3.029 0.818 -0.574 0.16 -0.09 -0.07
Br -0.543 -0.699 1.387 -2.68 6.99 2.40
C 0.376 0.127 2.895 -0.55 0.15 -0.02
C -0.186 1.492 3.199 0.21 0.21 0.25
Br 0.446 2.806 1.907 -0.08 -0.01 -0.01
H 1.439 0.144 2.647 -0.14 0.05 0.03
H 0.215 -0.551 3.733 -0.01 0.15 -0.08
H 0.168 1.849 4.169 0.01 -0.01 -0.10
H -1.276 1.526 3.182 0.15 -0.05 -0.06
Br 0.464 -2.838 4.853 1.04 -0.34 1.89
C 1.164 -2.918 6.675 1.29 -1.71 -0.45
C 1.930 -1.648 7.029 2.26 -0.39 -0.36
Br 3.697 -1.655 6.196 0.18 -0.05 -0.02
H 1.771 -3.825 6.739 0.32 0.29 -0.21
H 0.295 -3.034 7.306 0.82 -1.24 -0.10
H 2.120 -1.599 8.104 -0.01 0.01 -0.08
H 1.426 -0.720 6.711 2.11 -0.77 -0.28
Br -4.673 1.598 3.349 0.00 0.01 -0.03
C -5.151 -0.101 2.520 0.05 -0.09 0.22
C -4.119 -0.523 1.504 -0.22 -0.04 -0.29
Br -4.291 0.486 -0.154 0.11 -0.01 0.13
H -6.149 0.021 2.096 0.20 0.01 0.00
H -5.196 -0.817 3.343 0.04 0.03 -0.11
H -4.266 -1.566 1.217 -0.03 0.08 0.10
H -3.094 -0.388 1.845 -0.25 0.01 0.04
Br -2.174 5.122 4.010 -0.02 -0.10 -0.07
C -2.060 5.664 2.140 0.19 0.12 0.09
C -3.247 6.505 1.741 -0.17 -0.05 -0.22
Br -4.833 5.406 1.465 0.05 0.07 0.09
H -1.959 4.752 1.550 -0.10 0.14 0.09
H -1.137 6.242 2.068 -0.10 -0.02 -0.01
H -3.068 6.991 0.780 0.07 -0.08 0.11
H -3.509 7.261 2.482 0.11 -0.16 -0.07
Br 7.100 -4.100 0.929 -0.11 0.00 -0.05
C 6.597 -5.800 0.118 0.04 -0.05 0.24
C 7.596 -6.224 -0.929 -0.06 -0.03 -0.35
Br 7.363 -5.213 -2.580 0.07 -0.02 0.13
H 5.586 -5.679 -0.275 0.20 0.00 -0.04
H 6.577 -6.514 0.943 0.04 0.05 -0.10
H 7.440 -7.267 -1.211 -0.05 0.10 0.10
H 8.632 -6.088 -0.617 -0.20 0.01 0.05
Br -0.348 -1.146 7.294 -7.14 4.17 1.35
C -2.076 -0.657 6.525 -0.07 0.39 0.51
C -3.195 -0.840 7.521 -0.38 0.02 -0.20
Br -3.665 -2.722 7.719 0.09 0.06 0.07
H -2.200 -1.256 5.621 0.06 -0.03 0.18
H -1.977 0.394 6.248 -0.13 -0.07 0.05
H -4.108 -0.355 7.169 0.11 -0.04 0.00
H -2.952 -0.467 8.516 0.04 -0.06 -0.20
Br 1.790 7.076 -0.058 -0.12 0.00 -0.02
C 1.272 5.372 -0.853 0.07 0.00 0.16
C 2.275 4.921 -1.887 -0.15 -0.09 -0.21
Br 2.065 5.916 -3.551 0.08 0.01 0.08
H 0.267 5.501 -1.255 0.20 -0.03 -0.02
H 1.236 4.672 -0.018 0.08 0.01 -0.12
H 2.108 3.877 -2.158 0.00 0.11 0.09
H 3.310 5.048 -1.569 -0.21 -0.01 0.02
```
Positions in Å, forces in eV/Å.

Summary:
Maximum force   8.4 eV Å⁻¹
Charge   -1
E   -58571.0379 a.u.
Energy relative to the best compared isomer or geometry (same formula, charge and spin)   114.7 kcal per mole
Orbital gap   7.4 eV

(3)
# C5H11CoO4

A molecular structure, C5H11CoO4 at a distorted geometry (the ωB97M-V functional and the def2-TZVPD basis, the Open Molecules 2025 dataset).

Geometry as XYZ:
```
21
Properties=species:S:1:pos:R:3:forces:R:3
O 2.197 -1.062 0.234 -1.05 -3.39 1.39
Co 1.125 -0.068 -0.855 -0.15 -1.05 -1.12
O 0.540 -0.905 -2.510 0.10 0.61 0.41
C -0.499 -1.808 -2.356 0.16 -0.34 0.10
C -1.340 -1.533 -1.145 -0.97 0.19 0.08
O -0.805 -0.609 -0.287 0.27 -0.36 0.46
C -1.529 0.345 0.470 -0.25 -0.12 -0.56
C -0.489 1.012 1.336 0.08 -0.18 0.58
O 0.639 1.372 0.546 -0.29 0.72 -0.31
C 1.655 2.033 1.293 0.26 0.17 0.41
H -0.104 -2.851 -2.274 -0.09 0.28 -0.07
H -1.182 -1.837 -3.231 0.19 0.11 0.08
H 1.757 -1.985 0.522 1.59 3.30 -1.00
H -2.380 -1.822 -0.968 0.39 0.11 -0.12
H -2.294 -0.136 1.096 0.14 0.10 -0.10
H -2.010 1.036 -0.234 0.01 0.04 0.21
H -0.142 0.293 2.097 -0.13 0.24 -0.08
H -0.906 1.907 1.817 0.09 -0.18 -0.03
H 2.497 2.251 0.629 -0.30 -0.11 0.06
H 1.257 2.970 1.707 0.07 -0.16 -0.13
H 2.012 1.397 2.115 -0.12 0.04 -0.28
```
Positions in Å, forces in eV/Å.

Summary:
Maximum force   3.8 eV Å⁻¹
E   -1880.6979 a.u.
Energy relative to the best compared isomer or geometry (same formula, charge and spin)   0.0 kcal per mole
Orbital gap (spin up / spin down)   7.5 / 8.7 eV
⟨S²⟩   6.013
Multiplicity   5

(4)
# C3H7N2O

2 unconnected molecules or ions with the total composition C3H7N2O at a distorted geometry (the ωB97M-V functional and the def2-TZVPD basis, the Open Molecules 2025 dataset).

Geometry as XYZ:
```
13
Properties=species:S:1:pos:R:3:forces:R:3
C 0.992 0.352 2.171 1.36 2.51 2.31
C -0.447 -0.074 -0.630 3.13 0.54 2.73
C 0.191 0.699 -1.718 1.92 1.01 1.44
N 0.566 -0.480 1.301 -3.85 -3.91 -6.74
N -1.454 -0.809 -0.562 -2.44 -1.53 -2.00
O 1.149 -0.018 3.299 -0.08 -0.59 1.35
H 1.342 1.287 1.823 0.24 1.44 -0.57
H 1.131 1.264 -1.372 -1.44 -0.99 -0.10
H 0.552 0.048 -2.488 0.08 -0.84 -0.44
H -0.398 1.453 -2.198 -0.99 0.31 -0.03
H 0.076 -1.372 1.539 0.75 1.12 0.22
H -2.123 -0.975 -1.474 1.85 0.38 2.92
H -1.577 -1.374 0.308 -0.53 0.56 -1.11
```
Positions in Å, forces in eV/Å.

Summary:
Maximum force   8.7 eV Å⁻¹
Charge   +1
E   -302.8324 a.u.
Energy relative to the best compared isomer or geometry (same formula, charge and spin)   130.3 kcal per mole
Orbital gap (spin up / spin down)   7.7 / 7.5 eV

(5)
# CH5N2O2Si

2 unconnected molecules or ions with the total composition CH5N2O2Si at a distorted geometry (the ωB97M-V functional and the def2-TZVPD basis, the Open Molecules 2025 dataset).

Geometry as XYZ:
```
11
Properties=species:S:1:pos:R:3:forces:R:3
C -1.150 0.606 0.716 -1.27 -0.13 0.01
N -3.000 -1.332 -0.327 0.76 4.35 -0.61
N -2.121 -0.171 0.356 -0.19 -0.38 0.76
O 1.269 1.177 -0.333 -0.52 0.75 0.07
O -3.742 -0.825 -1.136 1.36 -1.66 1.47
Si 2.249 -0.026 -0.283 1.53 -1.75 -0.27
H -0.051 0.791 0.229 -1.17 -0.34 0.19
H -1.359 1.383 1.629 0.03 -1.81 -1.71
H 1.774 -1.312 0.565 0.49 1.15 -0.48
H 2.434 -0.735 -1.718 0.22 0.60 1.20
H 3.698 0.443 0.302 -1.24 -0.79 -0.62
```
Positions in Å, forces in eV/Å.

Summary:
Maximum force   4.5 eV Å⁻¹
Charge   -1
E   -590.4498 a.u.
Energy relative to the best compared isomer or geometry (same formula, charge and spin)   18.3 kcal per mole
Orbital gap (spin up / spin down)   7.6 / 7.9 eV

(6)
# C19H22CaN2Se

A molecular structure, C19H22CaN2Se at a distorted geometry (the ωB97M-V functional and the def2-TZVPD basis, the Open Molecules 2025 dataset).

Geometry as XYZ:
```
45
Properties=species:S:1:pos:R:3:forces:R:3
C -3.901 -0.049 0.382 -0.77 -0.03 -0.10
C -4.032 1.226 -0.451 -0.57 0.22 -0.40
H -4.057 -0.944 -0.223 0.22 -0.15 -0.09
H -4.712 -0.065 1.109 0.03 -0.10 0.14
H -2.999 -0.156 0.995 -0.29 0.27 0.07
H -3.188 1.393 -1.143 -0.51 0.05 0.48
H -4.946 1.207 -1.063 0.10 -0.40 0.14
H -4.162 2.102 0.205 0.35 -0.41 -0.46
C 0.652 -3.119 -0.070 0.45 -0.04 -0.33
C 1.669 -4.078 -0.226 0.05 0.61 -0.23
C 2.812 -3.723 -0.964 -0.94 0.12 0.44
C 2.862 -2.437 -1.497 0.29 0.26 -0.21
H -0.224 -3.339 0.548 0.29 0.04 -0.26
H 1.560 -5.058 0.236 0.08 0.29 -0.10
H 3.641 -4.424 -1.080 -0.28 0.28 -0.04
H 3.757 -2.113 -2.047 -0.53 -0.32 0.40
N 0.692 -1.892 -0.617 0.83 -0.17 -0.43
C 1.805 -1.528 -1.314 -0.23 -1.29 0.72
C 1.937 -0.121 -1.753 0.12 1.50 -0.39
N 0.977 0.757 -1.363 0.51 -0.23 -0.32
C 1.135 2.068 -1.619 0.17 -0.41 -0.05
C 3.204 1.687 -2.762 -0.37 -0.28 0.25
C 2.236 2.581 -2.306 -0.04 -0.29 -0.01
H 0.354 2.727 -1.242 0.11 -0.24 -0.07
H 2.306 3.655 -2.482 0.04 -0.36 0.05
C 3.061 0.325 -2.482 -0.49 0.02 0.28
H 3.810 -0.394 -2.808 -0.18 0.41 0.01
H 4.064 2.039 -3.320 -0.05 -0.03 0.05
Ca -1.006 -0.066 -0.026 0.68 0.68 0.19
C -1.581 2.298 0.282 0.39 0.07 0.09
H -1.740 2.835 -0.664 0.04 0.20 -0.07
H -0.743 2.782 0.791 0.23 0.09 0.02
H -2.462 2.550 0.883 0.23 -0.04 0.12
Se 0.702 -0.227 2.179 0.61 -1.05 -1.34
C 0.084 0.401 3.782 -0.85 0.93 2.43
C -1.197 1.004 3.937 0.66 -0.17 0.19
C -1.601 1.539 5.166 0.63 -0.35 0.09
C -0.744 1.461 6.280 0.14 -0.17 -0.39
C 0.513 0.835 6.164 -0.39 0.06 -0.21
C 0.919 0.303 4.937 -0.73 0.35 -0.37
H -1.860 1.062 3.069 0.25 0.07 0.26
H -2.584 2.010 5.250 0.33 -0.13 0.03
H -1.057 1.884 7.231 0.05 -0.07 -0.11
H 1.182 0.754 7.036 -0.43 0.09 -0.48
H 1.889 -0.184 4.840 -0.23 0.14 0.01
```
Positions in Å, forces in eV/Å.

Summary:
Maximum force   2.7 eV Å⁻¹
E   -3925.7375 a.u.
Energy relative to the best compared isomer or geometry (same formula, charge and spin)   6.2 kcal per mole
Orbital gap   5.4 eV